<1>
Molecular formula: C49H53GeN2O3S2Sb2W
Method: DFT, the ωB97M-V functional and the def2-TZVPD basis

XYZ file:
```
113
Properties=species:S:1:pos:R:3:lowdin_charge:R:1
C 3.95 -2.25 -0.68 -0.51
H 4.35 3.11 -0.88 0.10
C 3.39 0.23 -4.49 -0.11
C 0.63 -0.67 3.91 -0.25
H 2.17 -3.83 1.70 0.00
C -4.79 -3.08 0.40 -0.30
C -5.95 -1.79 2.58 -0.08
Sb -0.94 1.27 1.19 1.44
H -0.88 3.90 0.56 -0.01
C -2.83 0.37 1.58 -0.29
C 2.26 2.77 -1.29 -0.33
H 4.29 -0.18 -6.39 0.11
H -2.38 -2.21 2.32 0.00
H -1.59 -2.94 3.73 0.02
N -0.93 -0.98 -1.09 -0.29
H -1.95 1.26 -4.30 0.11
H -2.97 -0.53 0.98 -0.04
H -3.40 -0.11 -2.76 0.11
C -5.88 -1.15 1.35 -0.09
C -1.18 0.52 -4.45 -0.03
C 0.49 -1.03 -3.50 -0.36
H 1.18 -1.33 4.59 0.08
C -1.35 -0.22 -2.12 -0.27
H -6.40 -1.29 3.43 0.11
H -3.14 0.25 -1.06 0.05
W 1.01 -1.06 -0.43 1.30
H 1.32 0.12 3.61 0.04
H -0.11 5.20 -1.23 0.11
H 3.93 -0.58 -4.02 0.08
H 1.06 -4.36 2.97 0.03
H -3.62 1.08 1.36 0.03
C -5.45 -3.08 2.72 -0.08
C 4.31 0.27 -1.30 -0.25
C -1.54 -2.82 2.64 -0.25
H -6.28 -0.15 1.24 0.11
C -2.34 1.48 4.89 -0.05
H 0.14 2.78 -1.63 0.08
H 1.54 2.10 0.94 0.02
C 1.65 -3.52 2.60 -0.26
H 4.96 0.86 -1.96 0.08
H -2.04 3.10 -0.52 0.00
C -1.25 -0.96 5.53 -0.06
H 2.36 -3.21 3.36 0.02
C -0.62 -0.17 4.57 -0.28
C -5.30 -1.80 0.27 -0.06
H -1.59 -3.79 2.16 0.00
Ge 2.47 0.88 -1.77 1.02
H 4.86 -0.71 3.21 0.12
C 4.05 1.27 3.01 -0.07
C 3.60 0.45 -5.84 -0.08
H -2.76 2.45 4.64 0.12
H 3.03 3.09 2.53 0.12
C 2.52 1.02 -3.74 -0.28
H 1.19 2.71 -3.86 0.09
H -4.49 -4.73 1.75 0.11
O 2.64 -1.93 -0.48 -0.36
H 0.54 2.04 3.32 0.05
H 3.07 1.65 -7.54 0.11
C 1.01 3.38 -1.38 -0.17
C -2.73 0.36 -2.05 -0.01
H -2.90 0.09 2.63 0.01
S 0.18 -3.46 -0.61 0.66
C -2.41 -0.55 6.16 -0.07
C 0.78 -1.45 -4.83 0.01
H -2.87 -1.18 6.90 0.11
H -1.24 0.65 -6.56 0.11
H 0.44 -1.14 -6.89 0.12
C 2.92 1.47 -6.49 -0.08
H -4.79 -4.65 -1.08 0.09
H 1.52 3.08 -6.25 0.11
H 1.86 6.57 -0.65 0.11
H -0.80 -1.91 5.80 0.12
N -1.97 -1.89 -0.74 -0.02
H -5.24 -1.29 -0.69 0.11
C -0.80 0.18 -5.70 -0.06
C 3.26 -0.65 1.80 -0.19
C -2.96 0.68 5.83 -0.07
C 0.87 4.74 -1.15 -0.09
O 4.39 -3.28 -0.28 0.16
H -0.96 2.97 3.26 0.07
C 0.17 -0.85 -5.88 -0.03
C -4.19 -3.78 -0.79 -0.40
C 1.97 5.51 -0.83 -0.07
C 4.12 -0.09 2.72 -0.06
C 2.27 0.08 1.11 -0.42
C 3.37 3.55 -0.96 -0.09
C -1.67 3.16 0.50 -0.29
Sb 0.31 -1.92 2.18 1.38
H 4.63 -1.53 -2.51 0.11
H 4.73 1.72 3.72 0.11
H -2.68 1.42 -2.30 0.09
C 3.22 4.91 -0.73 -0.07
C 3.10 2.03 2.35 -0.08
C -0.55 1.96 3.21 -0.26
H -2.50 3.44 1.16 0.02
C -4.88 -3.72 1.64 -0.07
H -4.13 -3.12 -1.65 0.08
H -3.86 1.03 6.32 0.11
H 3.39 -1.71 1.60 0.07
C 4.70 -1.20 -1.47 -0.13
C 2.23 1.44 1.43 -0.26
H 4.09 5.51 -0.48 0.11
H 4.51 0.59 -0.28 0.06
H 1.55 -2.20 -4.96 0.13
C 2.05 2.27 -5.76 -0.07
C -1.16 1.08 4.25 -0.30
C -0.60 -0.12 -3.30 -0.12
H -5.52 -3.59 3.67 0.11
S -2.54 -4.49 -0.51 0.94
C 1.85 2.05 -4.41 -0.10
H 5.75 -1.35 -1.19 0.14
O 1.19 -1.51 -2.54 -0.25
C -1.52 -3.08 -0.62 -1.09
```

HOMO level (alpha / beta), eV: -10.29 / -10.29
HOMO-LUMO gap (alpha / beta), eV: 6.00 / 6.00
Total charge: +1



<2>
Molecular formula: C49H53GeN2O3S2Sb2W
Method: DFT, the ωB97M-V functional and the def2-TZVPD basis

XYZ file:
```
113
Properties=species:S:1:pos:R:3:lowdin_charge:R:1
H 3.27 -1.14 -4.61 0.11
C 3.48 -0.50 2.07 -0.27
H -3.28 0.63 -4.23 0.01
H -4.06 2.37 -4.32 0.09
H -2.58 3.04 0.78 0.08
H 1.71 -5.44 -0.63 0.03
H -0.50 -4.91 -0.25 0.01
C -1.03 -4.02 -3.72 -0.11
H 3.39 1.10 -5.66 0.11
H 2.05 -4.23 1.72 0.07
H -0.55 -3.99 1.27 0.01
C 1.25 1.28 -5.86 -0.08
C -2.00 -3.24 -4.35 -0.27
H 3.78 -1.11 -1.27 0.00
O -0.93 -1.48 -1.88 -0.37
C -1.26 -5.36 -3.44 -0.09
C 0.02 0.67 -5.64 -0.13
O -0.16 -1.15 1.55 -0.40
C 5.98 -3.87 1.09 -0.07
C -3.46 3.22 -4.02 -0.08
H -2.75 2.81 2.52 0.11
Sb 1.28 -2.84 -0.38 1.42
C -1.94 1.14 1.46 -0.21
H -4.11 0.83 -8.86 0.10
H -2.64 -6.99 -3.57 0.11
H 4.13 0.34 2.32 0.06
C -3.56 -0.04 -8.50 -0.08
H -4.38 -5.65 -4.72 0.11
C 2.89 2.33 0.73 -0.28
C -3.44 -5.19 -4.43 -0.07
H -3.87 0.81 3.25 0.11
H -1.63 -3.13 -7.23 0.10
C -0.06 -0.57 -5.02 -0.28
Sb 2.23 0.31 0.47 1.34
H -4.13 -0.99 4.89 0.11
H 2.90 2.82 -0.23 -0.01
N -0.61 2.44 0.13 -0.05
C -2.51 -1.24 -6.67 -0.28
C -2.36 -2.04 4.24 -0.04
C 4.60 -4.04 1.20 -0.06
H -2.53 0.80 -2.03 0.07
S 0.62 4.05 -1.48 0.94
C -3.01 -0.14 -2.22 -0.14
H -0.49 -5.95 -2.95 0.10
H 0.54 3.08 -3.67 0.03
H -3.99 -0.12 -1.75 0.13
Ge -1.84 -1.35 -4.83 1.01
H -3.51 0.66 -6.48 0.09
C -3.15 0.00 3.26 -0.01
C -2.19 -1.19 -1.46 -0.40
C -1.31 4.18 -3.47 -0.29
C 3.75 -2.96 1.46 -0.29
C -3.21 -1.05 -9.39 -0.08
H 7.59 -2.45 1.17 0.11
C 2.27 -3.18 1.52 -0.28
H -3.87 2.00 1.42 0.10
C -3.22 -0.14 -7.16 -0.11
C 0.17 4.02 -3.26 -0.41
C 2.43 0.64 -5.48 -0.08
C 2.11 -4.62 -1.22 -0.26
H 3.20 -4.57 -1.12 0.01
H 0.74 4.84 -3.68 0.09
H 6.62 -4.72 0.88 0.11
H 3.46 0.52 -1.91 0.00
C -2.09 0.01 2.35 -0.11
H -1.39 -3.41 -0.15 -0.02
C -2.17 -2.26 -7.58 -0.10
C -4.07 4.45 -3.82 -0.08
C -3.30 -1.01 4.19 -0.06
N -0.97 1.17 0.58 -0.16
C -1.93 5.41 -3.24 -0.05
H -3.97 -3.27 -5.23 0.10
C -1.30 -2.07 3.35 0.00
H -2.45 -2.82 4.99 0.12
H -0.89 1.17 -5.97 0.10
C -2.46 -5.95 -3.79 -0.08
H -3.47 -0.97 -10.44 0.10
C 0.01 2.48 -0.99 -1.02
C -3.16 -0.34 -3.76 -0.22
H -1.60 2.13 -4.01 0.07
C -3.21 -3.85 -4.71 -0.11
H 3.91 2.28 1.14 0.02
C 6.52 -2.61 1.26 -0.07
H 4.67 0.28 -0.63 0.02
H -3.77 6.51 -3.26 0.11
H -2.25 -2.96 -9.61 0.11
O -2.19 -1.13 -0.11 -0.16
H -1.34 6.26 -2.92 0.12
C -2.84 2.32 1.55 0.01
H -5.14 4.57 -3.97 0.11
W -0.39 -0.58 -0.30 1.12
H -4.07 -0.92 -3.93 0.08
C -2.09 3.09 -3.84 -0.06
C 3.71 -0.05 -1.02 -0.28
C -0.52 -3.91 0.19 -0.24
C -3.30 5.54 -3.42 -0.07
C 1.12 -1.21 -4.64 -0.12
C 5.69 -1.54 1.57 -0.05
H 2.25 2.88 1.41 0.02
H -0.09 -3.58 -3.44 0.06
H 6.13 -0.56 1.75 0.12
C -1.18 -1.08 2.39 -0.33
C -2.52 -2.16 -8.92 -0.08
C 2.36 -0.61 -4.88 -0.09
H 4.17 -5.03 1.09 0.11
H -0.56 -2.85 3.40 0.12
H 1.86 -4.76 -2.28 0.01
C 4.31 -1.69 1.68 -0.29
H 1.30 2.26 -6.33 0.11
H 1.09 -2.19 -4.20 0.07
S 0.37 1.05 -1.97 0.65
H 2.84 -0.70 2.93 0.07
H 1.79 -2.55 2.24 0.04
```

HOMO level, eV: -10.11
HOMO-LUMO gap, eV: 6.28
Total charge: +1



The structure shown above that is most stable: <2>.